<one>
Molecular formula: CH3NO2P
Method: DFT, ωB97M-V with the def2-TZVPD basis set

## Properties
- Kohn-Sham gap (eV) = 7.05
- HOMO (eV) = -3.0
- LUMO level (eV) = 4.1
- total charge = -1

Last column: Mulliken charge in e.
CARTESIAN COORDINATES (ANGSTROEM)
C (1.31422, -1.30962, -0.91469)  0.692
N (1.87741, -0.97445, 0.09124)  -0.603
O (1.07842, -1.89060, -1.86632)  -0.424
O (-0.61991, 0.09364, -0.12633)  -0.592
P (-1.05915, 1.44872, 0.43535)  -0.218
H (1.62302, -0.15989, 0.59266)  0.324
H (-1.75194, 1.17057, 1.65065)  -0.087
H (-2.46207, 1.62163, 0.13744)  -0.093

<two>
Molecular formula: CH3NO2P
Method: DFT, ωB97M-V with the def2-TZVPD basis set

## Properties
- Kohn-Sham gap (eV) = 7.66
- HOMO (eV) = -3.3
- LUMO level (eV) = 4.4
- total charge = -1

Last column: Mulliken charge in e.
CARTESIAN COORDINATES (ANGSTROEM)
C (1.65044, 0.18537, 0.06019)  0.652
N (-0.15852, -0.67273, 0.05202)  -0.522
O (2.45358, -0.56932, 0.49595)  -0.545
O (1.42080, 1.23419, -0.41480)  -0.508
P (-1.55268, 0.15264, 0.34439)  -0.140
H (-0.28673, -1.39102, 0.76387)  0.174
H (-2.21772, -0.21462, -0.84669)  -0.058
H (-1.30916, 1.27550, -0.45493)  -0.053

Relative energies, hartree: <one> 0.0000; <two> 0.0023.